1.
An isolated ion of composition C5H14N3 and charge +1 in a non-equilibrium geometry. Source: the OMol25 dataset; level of theory: the ωB97M-V functional and the def2-TZVPD basis.

LUMO level   -0.117 hartree
2S+1   1
Energy relative to the best compared isomer or geometry (same formula, charge and spin)   3.820 eV
Energy   -362.838806 hartree
Net charge   +1

```
22
Properties=species:S:1:pos:R:3:forces:R:3
N 0.52002 -0.87796 -0.46875 -4.06 -3.70 1.85
N -1.85843 1.71602 -0.13768 -0.74 0.62 -2.27
N -0.91180 -0.65996 -0.29034 -0.01 2.58 -0.28
C 2.59503 0.19101 -0.27971 1.57 0.35 -0.25
C -1.07766 0.70788 0.39695 2.21 -0.02 0.33
C 1.25222 0.03872 0.32106 1.27 0.59 3.45
C -1.72364 -1.79808 0.02483 -2.79 3.66 1.31
C 0.40800 1.27673 0.37081 -0.30 0.18 1.18
H -1.49164 1.99942 -1.10430 -1.51 -0.38 1.96
H -1.19453 -2.65278 0.11558 1.84 -2.90 0.88
H 0.67328 1.97375 -0.51226 -0.86 -0.99 1.43
H 0.57577 -1.87529 -0.09658 0.99 1.24 -1.41
H 1.31607 -0.46956 1.35871 -0.19 0.94 -1.46
H -2.41010 -1.96193 -0.77600 -0.69 -0.19 -0.50
H 0.51552 -0.75572 -1.43442 1.53 -0.26 -2.31
H 3.44462 0.34199 0.40587 -0.63 -0.29 0.14
H -2.87882 1.68747 0.01519 1.00 -0.05 -0.61
H 2.60973 1.13460 -0.87026 0.10 -1.15 -0.45
H 2.75443 -0.78237 -0.78191 0.74 0.94 -0.47
H -1.39155 0.48207 1.41400 -0.08 0.09 0.22
H 0.61085 1.77039 1.37665 -0.31 -0.15 -1.60
H -2.33736 -1.48641 0.95257 0.91 -1.10 -1.14
```
Positions in Å, forces in eV/Å.

---

2.
A 14-piece molecular cluster, C54H90N15O3 overall in a non-equilibrium geometry. Source: the OMol25 dataset; level of theory: the ωB97M-V functional and the def2-TZVPD basis.

LUMO level   -0.058 hartree
2S+1   1
Energy   -3158.255110 hartree
Net charge   +1

```
162
Properties=species:S:1:pos:R:3:forces:R:3
O -3.56464 1.16297 0.70814 0.84 -0.31 0.11
O 2.47771 1.86623 4.74197 0.30 -0.45 -0.64
O -2.91733 -0.55062 4.77134 0.18 0.22 -0.46
N 2.96618 -5.00314 1.70231 -0.10 -0.03 0.40
N 0.82773 -3.62824 -1.09249 -0.26 -0.10 -0.21
N -5.79715 3.22111 -2.45773 0.16 -0.37 0.14
N 5.71785 1.52452 -4.93908 -0.46 0.19 -0.33
N -7.95039 -1.59276 -0.82851 -0.33 -0.18 0.16
N 0.26743 0.90327 -2.56450 -0.05 -0.34 0.51
N 2.15426 3.37710 -6.75515 -4.56 1.49 0.08
N 0.74785 -0.86717 -5.08276 0.46 -0.14 0.00
N -0.64215 0.30388 2.23303 -0.06 -1.94 0.89
N 2.75466 -5.92810 -3.52343 -0.06 -0.19 0.54
N -4.36293 -5.58664 -2.32158 0.15 -0.16 -0.35
N -3.15171 -2.31275 -4.40986 -0.12 -0.02 0.39
N -3.45144 -2.65057 1.56762 -0.57 0.17 0.03
N -1.50601 4.78250 0.81435 -0.45 -0.05 -0.04
N -3.58951 8.21780 -2.33243 0.43 0.04 0.20
C -4.04662 -6.07348 -3.31545 -0.02 0.05 0.03
C -2.50958 8.48663 -2.03771 -0.06 0.00 -0.03
C -5.11910 0.70143 -2.22687 -0.08 0.20 -0.08
C 2.39309 -0.68094 -0.74517 1.12 0.45 0.43
C -0.46086 3.53640 -6.90465 0.28 -0.03 0.00
C 3.31979 -1.36846 -5.08928 -0.21 0.06 0.07
C 4.29817 2.65321 -6.84545 3.35 -1.22 0.14
C -0.79887 -1.30686 5.63973 0.03 0.76 -0.36
C -3.64277 -6.69160 -4.58574 -0.10 0.10 0.25
C -3.93242 5.70836 0.45129 0.22 -0.07 0.02
C -0.65301 1.96490 -2.95159 0.35 0.00 -0.74
C 1.00345 3.45212 -6.82107 0.06 -0.08 0.01
C -0.64173 -0.34493 0.88981 -0.02 0.70 -2.25
C -3.45199 -2.36463 -3.29937 -0.03 0.01 -0.03
C -0.42922 -4.22618 -3.30499 0.10 0.03 0.03
C -1.13106 8.83116 -1.66148 -0.27 -0.07 -0.08
C 7.14006 1.80830 3.51890 -0.59 0.43 0.67
C 0.13591 0.51838 -0.16064 0.33 -1.82 0.95
C -4.59006 -2.48045 1.63065 0.28 -0.07 0.01
C 5.88729 1.23643 3.77617 0.01 -0.07 -0.14
C -5.50269 2.11281 -2.35643 0.00 0.05 -0.03
C -8.87413 -2.06961 -0.33459 -0.03 0.07 -0.12
C 1.88584 0.09064 1.71808 0.24 -1.36 -0.83
C 7.48548 2.97817 4.22786 -0.21 -0.65 -0.29
C 1.66061 0.33142 0.17037 -0.41 0.82 -0.66
C 1.87813 -1.09234 -5.08558 -0.04 -0.03 -0.04
C 2.21592 -5.14680 4.20823 0.08 0.01 -0.28
C -0.31274 0.00499 -1.54931 0.04 1.57 -0.29
C 2.84752 -7.03401 -1.14990 -0.08 0.11 -0.20
C -3.15272 0.98626 2.07965 -1.25 1.06 0.26
C 3.62939 1.03416 4.83330 0.55 -0.31 1.27
C 1.03597 2.22985 2.75060 0.59 -0.01 -0.19
C -4.01673 2.01266 2.90071 0.95 0.20 -0.46
C -1.67009 1.37411 2.29479 -0.56 1.13 -0.39
C 5.33451 2.91773 5.42609 0.24 -0.55 -0.53
C 3.95152 -0.46206 -0.55330 -0.27 -1.08 -0.73
C 4.75070 -1.78532 -0.29892 1.25 1.06 0.04
C 2.63916 -5.06888 2.80337 0.00 0.03 -0.06
C -3.81857 -2.42990 -1.87953 0.11 0.05 -0.20
C 4.97002 1.76418 4.71203 0.48 -0.24 -1.04
C 2.79590 -6.41348 -2.47869 0.00 0.11 -0.25
C -1.02076 -0.83608 3.17537 -1.78 -0.10 0.19
C -6.03829 -2.26089 1.69781 0.32 -0.12 0.09
C -1.51349 -0.38833 4.57354 1.22 -1.10 1.53
C 6.59310 3.50202 5.17445 -0.35 0.20 0.12
C -2.57421 5.18555 0.65466 0.05 0.01 0.00
C -10.05390 -2.67676 0.29597 0.23 0.12 -0.12
C 0.76613 0.71240 2.62845 2.27 0.88 0.45
C 2.35186 4.08451 3.80554 0.30 -0.74 0.44
C 0.28276 -3.89814 -2.06989 0.06 -0.02 0.06
C 2.19375 -1.41895 2.07736 -0.19 0.60 0.19
C 6.13797 -1.75341 -1.05130 -0.12 -0.06 0.25
C 5.09634 2.02159 -5.77483 0.36 -0.16 -0.07
C 2.37915 2.54930 3.49945 -0.90 1.63 -0.45
H 0.26649 -1.45317 5.37853 -0.52 -0.06 0.17
H 2.27367 -7.95982 -1.15096 0.03 0.01 -0.06
H -0.81254 -0.77988 6.60846 -0.14 -0.45 -0.23
H 0.60274 0.36532 -3.35562 -0.38 0.29 -0.05
H 0.26582 -4.61981 -4.04648 0.08 0.02 0.09
H 2.22657 -0.47590 -1.81763 -0.40 0.08 0.64
H 2.42837 -6.35458 -0.40859 0.07 0.06 -0.04
H -1.41022 2.10695 1.50318 -0.07 -0.34 0.42
H -0.91138 2.92498 -6.12418 0.02 -0.01 -0.02
H -0.05429 -1.04891 -1.74166 -0.05 0.40 0.24
H 2.28693 -4.16324 4.67063 0.02 -0.02 -0.01
H 4.62010 3.33670 6.14186 0.44 -0.01 -0.18
H -3.47722 2.98540 2.85203 -0.39 -0.37 0.19
H 6.96388 -1.85494 -0.32188 -0.31 -0.16 -0.49
H -4.31680 -6.37585 -5.38005 0.02 0.02 0.03
H 0.29504 2.82444 3.30581 -0.13 -0.55 -0.41
H 3.09990 4.27966 4.59462 -0.14 0.05 -0.63
H -4.31681 6.11473 1.38576 0.05 -0.02 0.00
H -9.80424 -3.66895 0.66883 0.01 0.01 -0.03
H 8.44926 3.44841 4.01012 -0.42 -0.02 0.29
H 0.97717 0.28280 3.62725 -0.54 0.32 -0.37
H -6.46999 -2.86492 2.49520 0.07 0.00 0.01
H -3.91577 6.49735 -0.30077 -0.01 -0.05 -0.03
H 5.60705 0.34183 3.19726 0.05 0.40 0.33
H -0.77699 2.74155 -2.17342 0.04 -0.49 -0.13
H -3.67914 -7.77608 -4.49678 0.00 0.02 0.02
H -0.20767 2.48049 -3.82527 -0.36 -0.19 0.38
H 3.27200 -1.62820 1.99026 -0.46 0.11 -0.13
H 1.18547 -5.49431 4.26490 0.02 0.00 -0.02
H -6.24394 -1.20956 1.89482 0.02 0.00 -0.05
H 7.79412 1.34223 2.77235 -0.19 0.38 0.39
H 3.22105 2.39124 2.80400 -0.06 -0.37 0.63
H -1.64628 1.55220 -3.23790 0.26 0.37 0.09
H -4.53807 0.56552 -1.31502 -0.07 0.06 0.01
H 2.09045 -1.73208 -0.57601 0.24 0.63 0.06
H 5.02603 -1.79216 0.77448 -0.47 -0.46 -0.44
H 3.46246 2.02632 -7.08269 0.22 -0.31 -0.03
H -1.32988 -2.27628 5.69979 0.42 0.37 -0.02
H 6.31157 -0.79589 -1.57155 -0.19 -0.33 0.20
H 1.67569 -2.13714 1.42361 0.08 0.11 0.50
H 1.94536 -1.56654 3.14909 0.04 -0.23 -0.53
H -0.77876 4.56992 -6.77699 0.03 -0.01 0.00
H -0.10182 1.59457 -0.08954 -0.21 -0.45 0.02
H 4.19571 -2.69768 -0.56390 0.03 0.44 0.21
H 4.92420 2.76533 -7.73655 0.10 -0.11 0.09
H 1.38170 4.36943 4.25424 0.35 -0.03 -0.47
H 4.17802 0.28805 0.22577 -0.13 -0.37 -0.22
H 3.52531 -2.28542 -4.53763 -0.05 0.00 -0.01
H -6.49358 -2.53947 0.75156 0.06 0.05 -0.01
H -0.79672 3.17719 -7.87605 0.02 0.00 0.02
H -3.45535 -0.02465 2.38195 0.46 0.23 -0.27
H 3.85370 -0.53972 -4.62300 0.01 0.00 -0.03
H -6.00967 0.07396 -2.17890 0.00 0.03 0.03
H -1.41799 0.15354 -1.61410 0.35 -0.57 0.21
H -0.90822 -3.33193 -3.70301 0.02 -0.01 -0.02
H -4.51681 0.39792 -3.08372 -0.03 0.05 -0.02
H -1.20955 0.64028 4.85719 -0.17 -0.33 -0.60
H 2.85628 -5.84122 4.74939 -0.01 0.02 -0.01
H 3.97983 3.61563 -6.52356 0.47 0.16 0.15
H -4.96450 2.17282 2.36595 0.17 -0.35 0.49
H -1.65534 -0.46952 0.47218 0.03 0.21 0.93
H -2.62805 -6.38828 -4.83887 -0.03 0.01 0.00
H 2.14393 1.31008 -0.04008 -0.28 -0.46 -0.02
H -4.86109 -2.72841 -1.77880 0.03 -0.05 -0.03
H -1.13974 9.54068 -0.83582 -0.01 -0.01 -0.02
H 3.87970 -7.25553 -0.88419 -0.01 0.03 -0.01
H 3.60314 0.58817 5.85024 -0.25 0.27 -0.45
H -0.20382 -1.55327 3.30838 0.07 0.63 -0.51
H -3.21454 2.02680 0.43671 -0.23 -0.19 -0.11
H -0.61766 9.27930 -2.51044 -0.02 -0.01 0.01
H 6.21880 -2.54961 -1.81156 0.02 0.27 0.40
H 2.58754 4.65176 2.89226 -0.27 0.00 0.43
H -10.38912 -2.05719 1.12615 0.01 0.01 -0.03
H -0.59619 7.93343 -1.35472 -0.02 0.01 -0.01
H -1.82310 -1.38541 2.64442 0.28 0.24 0.52
H -4.13276 1.72221 3.95543 -0.08 0.08 -0.43
H -3.02839 -0.97474 5.63205 -0.13 0.15 -0.22
H 4.35210 -0.03771 -1.49516 -0.33 -0.03 0.48
H 2.86493 0.56382 1.90889 -0.86 0.26 0.42
H -0.23718 -1.37110 0.94738 0.10 0.64 0.17
H 1.15531 2.63920 1.72568 -0.29 0.11 0.58
H 6.84918 4.41752 5.72269 0.00 -0.44 -0.27
H -10.85840 -2.76200 -0.43238 0.03 0.01 0.00
H 3.67359 -1.48419 -6.11246 -0.03 0.01 0.01
H -1.64166 1.96394 3.22441 0.50 -0.75 -0.22
H -4.59169 4.90983 0.11130 0.03 0.02 -0.06
H 3.59070 0.16537 4.14109 0.03 0.61 0.03
H -3.67993 -1.45430 -1.41530 0.06 -0.04 -0.02
H -3.19071 -3.15804 -1.36849 -0.06 -0.03 -0.01
H -1.19162 -4.97783 -3.10014 -0.01 0.04 0.06
```
Positions in Å, forces in eV/Å.

---

3.
C28H28CoN5O8 as an isolated structure. Source: the OMol25 dataset; level of theory: the ωB97M-V functional and the def2-TZVPD basis.

LUMO level (spin up / spin down)   0.077 / 0.077 hartree
2S+1   2
Energy relative to the best compared isomer or geometry (same formula, charge and spin)   0.000 eV
Expectation value of S²   0.822
Energy   -3342.407311 hartree
Net charge   -1

```
70
Properties=species:S:1:pos:R:3:forces:R:3
Co -0.58370 2.28183 0.36529 0.17 0.08 0.03
O -1.74750 2.17508 1.92886 -0.06 0.02 0.00
O -0.99225 -0.35423 -1.87703 -0.02 0.00 0.02
O 0.57478 2.69640 -1.08318 -0.02 -0.01 -0.07
O 0.88606 2.83261 1.53513 -0.07 0.03 -0.12
O -2.18921 2.27479 -0.66144 0.04 -0.08 0.03
O 3.60047 3.04301 5.38497 0.02 0.00 0.00
O -3.49347 3.02764 -2.28375 0.03 0.05 -0.03
O 1.42147 3.18890 -3.06514 -0.06 0.04 0.00
N -0.61060 -3.71307 -0.58741 -0.02 0.05 -0.03
N 0.09637 0.23850 0.76979 -0.11 0.02 0.03
N -2.00675 -4.38689 -2.07668 -0.07 0.07 -0.05
N 0.18802 -1.94692 0.83940 0.01 0.00 0.05
N -1.89662 -4.03288 -0.85546 0.06 -0.09 0.06
C 1.41697 -0.13950 0.78358 -0.04 0.03 -0.01
C 1.50099 -3.66572 -2.00106 0.04 0.00 -0.01
C -0.62485 -0.85106 0.80311 0.06 0.06 -0.06
C -0.76618 -4.29114 -2.66819 0.06 -0.03 0.00
C -2.06168 0.03866 -2.74141 -0.01 0.01 0.00
C 0.14547 -3.84889 -1.71101 -0.04 -0.04 0.00
C 1.49956 -1.49253 0.82266 0.00 0.00 -0.04
C -0.23455 -3.31247 0.75016 -0.01 0.04 0.01
C 0.12464 2.21987 5.04600 0.00 -0.01 0.03
C 0.62102 2.57709 -2.35680 0.19 -0.17 0.08
C -1.79956 1.54105 -2.96133 0.04 0.04 0.01
C 1.89225 -3.96395 -3.28585 0.01 0.02 0.03
C -1.74288 -0.74614 -4.02882 0.01 0.00 0.01
C 0.97894 -4.41737 -4.26088 -0.03 -0.02 -0.04
C 4.69156 3.45279 4.58485 0.00 0.00 0.00
C 1.35157 2.43372 5.59789 -0.02 -0.01 0.04
C 2.41393 2.83039 4.75084 -0.02 0.00 -0.05
C -2.10792 -0.92311 0.77758 0.03 0.00 0.02
C -0.24807 1.53491 -3.08294 -0.07 0.08 0.00
C -2.65739 1.95074 4.03869 0.00 0.00 0.03
C -1.46030 2.16926 3.13750 -0.01 -0.01 -0.04
C 0.95445 2.71769 2.79363 -0.06 -0.07 0.01
C -0.19224 -0.79217 -3.98043 0.00 0.01 0.00
C 2.22446 2.97565 3.40594 0.07 0.01 0.05
C 0.07693 0.06316 -2.73381 0.02 0.01 -0.02
C -0.35520 -4.58109 -3.97252 0.00 -0.01 0.00
C -2.52035 2.38531 -1.89701 -0.15 -0.17 0.01
C -0.13725 2.35124 3.65972 0.06 0.01 0.03
H 1.53416 2.31953 6.65746 0.00 0.00 -0.01
H 4.93670 2.69954 3.83176 0.00 0.00 0.00
H 1.03018 -0.10010 -2.23434 0.00 0.00 0.00
H 0.00522 1.69707 -4.12890 0.00 0.01 -0.01
H 4.48205 4.40023 4.08245 -0.01 0.00 0.00
H -1.11529 -3.48354 1.36574 -0.01 -0.01 0.00
H 0.28257 -0.38741 -4.87421 0.00 0.00 0.00
H 2.33592 -2.16924 0.86727 -0.01 0.01 0.01
H -2.96083 0.90546 3.95216 0.00 -0.01 0.03
H -2.49865 -1.34579 1.70836 0.00 0.02 -0.01
H 2.92958 -3.82989 -3.56395 0.00 0.00 0.00
H -2.44709 -1.54238 -0.05292 -0.01 0.00 0.01
H -1.06768 -4.91620 -4.71404 0.00 0.00 0.00
H 2.20208 -3.28900 -1.27014 -0.01 0.00 -0.01
H -2.49561 0.08513 0.64671 0.00 0.03 -0.01
H 3.01220 3.27365 2.72993 0.00 0.00 0.00
H -3.47226 2.55629 3.64560 0.00 -0.01 -0.02
H 5.53404 3.57821 5.26075 0.00 0.00 0.00
H -2.24071 1.86224 -3.90295 0.00 -0.01 -0.01
H -2.17046 -1.74903 -3.98266 0.00 0.00 0.00
H -3.01844 -0.19385 -2.27683 0.00 0.00 0.00
H -2.13144 -0.24749 -4.91710 0.00 0.00 0.01
H 2.19626 0.60430 0.76080 0.00 -0.01 0.00
H 0.16438 -1.81070 -3.82952 0.00 0.01 0.00
H -2.50261 2.19067 5.08571 0.01 0.01 -0.02
H 1.34158 -4.62361 -5.25929 0.00 0.00 0.00
H 0.57995 -3.94577 1.10150 0.00 -0.02 0.00
H -0.67720 1.92056 5.70719 0.01 0.00 -0.01
```
Positions in Å, forces in eV/Å.

---

4.
A 2-piece molecular cluster, C5H13NO overall in a non-equilibrium geometry. Source: the OMol25 dataset; level of theory: the ωB97M-V functional and the def2-TZVPD basis.

LUMO level (spin up / spin down)   -0.138 / -0.249 hartree
2S+1   2
Energy relative to the best compared isomer or geometry (same formula, charge and spin)   0.919 eV
Expectation value of S²   0.756
Energy   -327.981519 hartree
Net charge   +1

```
20
Properties=species:S:1:pos:R:3:forces:R:3
O 0.95155 5.57924 -3.48824 0.00 -0.06 0.41
N -1.62680 -0.70218 1.96968 0.67 -0.50 1.35
C -1.66268 -2.98441 1.08143 -1.39 -0.12 0.23
C -0.00022 -1.25945 0.31325 0.06 -2.35 -0.19
C 1.00978 -0.20690 0.38220 -2.14 2.44 0.09
C 2.04015 -0.21177 -0.71281 1.71 -0.96 -0.11
C -1.11834 -1.61223 1.12218 1.15 1.51 0.64
H 0.89511 4.82002 -2.90004 -0.02 -0.21 -0.20
H 1.63984 -0.68474 -1.60296 0.04 0.08 -0.19
H 2.94203 -0.76729 -0.41152 -0.57 -0.63 0.09
H 0.14514 -2.10620 -0.37214 0.37 0.64 -0.20
H 1.35767 -0.05451 1.39828 0.52 -0.36 0.35
H 0.34647 0.73357 0.34294 0.74 -0.64 -0.32
H -2.06105 -3.23862 0.08799 -0.32 0.37 0.26
H -0.96598 -3.82048 1.23639 0.29 0.68 0.39
H -1.03172 -0.00394 2.41240 0.23 0.41 -1.15
H 2.59520 0.67833 -1.00039 -1.04 0.80 0.19
H -2.24864 -0.95350 2.73298 -0.54 -0.66 -0.65
H 1.02342 6.30098 -2.85517 0.02 0.28 -0.21
H -2.44367 -2.97656 1.87238 0.25 -0.73 -0.79
```
Positions in Å, forces in eV/Å.